A structure of composition C25H32BiFN6OS2Si, computed with wB97M-V/def2-TZVPD.

Results
Energy relative to the best compared isomer or geometry (same formula, charge and spin): 51.93 kcal/mol
Multiplicity: 1
HOMO level: -5.571 eV

Atoms and positions in Å:
Bi (0.093, 0.062, 0.317)
N (0.430, 1.424, 4.605)
C (-0.182, 0.640, 3.645)
S (-1.244, 1.418, 2.498)
N (0.145, -0.668, 3.725)
N (-0.591, -1.545, 3.056)
C (-0.816, -2.761, 3.356)
C (-1.882, -3.569, 2.709)
C (-2.973, -4.039, 3.452)
C (-4.117, -4.577, 2.795)
C (-3.998, -4.721, 1.399)
C (-2.786, -4.475, 0.788)
N (-1.794, -3.755, 1.432)
H (0.232, 2.388, 4.597)
H (1.306, 1.090, 4.997)
H (-0.211, -3.386, 4.081)
H (-2.852, -4.181, 4.539)
H (-5.091, -4.637, 3.306)
H (-4.806, -5.179, 0.804)
H (-2.629, -4.556, -0.263)
O (0.249, -2.552, -0.105)
H (0.312, -2.728, -1.058)
H (-0.550, -3.160, 0.211)
C (3.119, -1.280, 2.377)
Si (2.991, -0.064, 1.013)
C (3.887, 1.577, 1.171)
C (3.613, -0.835, -0.683)
C (3.646, -2.241, -0.856)
C (3.921, -2.836, -2.063)
C (4.051, -2.042, -3.209)
C (3.921, -0.638, -3.061)
C (3.730, -0.036, -1.868)
H (3.071, -2.275, 1.853)
H (2.201, -1.187, 3.035)
H (4.067, -1.136, 2.918)
H (4.810, 1.369, 0.612)
H (4.125, 1.658, 2.271)
H (3.368, 2.494, 0.872)
H (3.667, -2.924, -0.008)
H (4.020, -3.911, -2.162)
H (4.261, -2.397, -4.263)
H (4.040, 0.047, -3.899)
H (3.731, 1.039, -1.810)
S (-1.947, -0.582, -1.289)
C (-2.621, 1.031, -1.411)
N (-3.533, 1.381, -0.548)
C (-4.270, 2.716, -0.616)
C (-3.366, 3.734, -1.247)
C (-2.926, 3.167, -2.611)
N (-2.329, 1.801, -2.431)
H (-3.718, 0.727, 0.204)
H (-4.442, 3.024, 0.453)
H (-5.201, 2.612, -1.081)
H (-2.529, 4.092, -0.622)
H (-3.975, 4.582, -1.457)
H (-2.231, 3.805, -3.146)
H (-3.900, 3.060, -3.207)
H (-1.685, 1.442, -3.143)
F (1.036, 4.876, -3.897)
C (1.040, 3.825, -2.936)
C (0.454, 4.038, -1.688)
C (0.217, 2.966, -0.869)
C (0.548, 1.664, -1.170)
C (0.977, 1.450, -2.504)
C (1.285, 2.529, -3.335)
H (0.269, 5.072, -1.424)
H (-0.251, 3.230, 0.071)
H (0.980, 0.431, -2.900)
H (1.632, 2.408, -4.319)


A structure of composition C25H32IrN2P2, computed with wB97M-V/def2-TZVPD.

Results
Multiplicity: 6
HOMO level (spin up / spin down): -10.944 / -13.457 eV
Net charge: +2

Atoms and positions in Å:
C (2.115, -3.302, 3.258)
C (2.234, -2.282, 2.315)
C (2.229, -2.692, 0.930)
C (1.569, -3.913, 0.497)
C (1.174, -4.783, 1.554)
C (1.648, -4.582, 2.847)
C (1.244, -4.082, -0.848)
C (1.900, -3.267, -1.759)
C (2.571, -2.052, -1.280)
C (2.941, -1.001, -2.190)
C (3.137, -1.361, -3.530)
C (2.630, -2.618, -3.988)
C (1.848, -3.438, -3.171)
H (2.384, -3.147, 4.315)
H (0.593, -5.671, 1.281)
H (1.567, -5.390, 3.587)
H (0.342, -4.672, -1.136)
H (3.667, -0.711, -4.245)
H (2.793, -2.912, -5.029)
H (1.263, -4.288, -3.572)
N (2.891, -1.913, 0.036)
Ir (-0.130, 0.543, 0.180)
C (2.304, -0.801, 2.657)
H (3.095, -0.258, 2.114)
H (2.449, -0.643, 3.737)
C (3.104, 0.425, -1.654)
H (3.723, 0.498, -0.746)
H (3.503, 1.103, -2.420)
P (0.659, 0.042, 2.174)
P (1.486, 1.141, -1.171)
C (0.651, 1.577, -2.708)
H (-0.283, 2.127, -2.503)
H (1.341, 2.206, -3.289)
H (0.402, 0.661, -3.269)
C (1.947, 2.703, -0.348)
H (2.354, 3.362, -1.121)
H (1.084, 3.190, 0.129)
H (2.700, 2.480, 0.418)
C (-0.539, -0.764, 3.270)
H (-0.137, -0.767, 4.296)
H (-1.489, -0.210, 3.257)
H (-0.732, -1.800, 2.950)
C (0.837, 1.744, 2.826)
H (-0.080, 2.315, 2.626)
H (0.990, 1.681, 3.909)
H (1.687, 2.244, 2.344)
H (-0.460, -1.034, -0.084)
H (-0.823, -0.786, -0.765)
C (-5.305, 3.543, 1.467)
C (-4.145, 2.712, 1.044)
C (-4.101, 1.353, 1.376)
C (-2.991, 0.612, 1.003)
N (-1.989, 1.224, 0.340)
C (-2.008, 2.528, 0.012)
C (-3.080, 3.306, 0.361)
H (-6.241, 3.020, 1.248)
H (-5.266, 3.737, 2.546)
H (-5.275, 4.501, 0.940)
H (-4.864, 0.831, 1.946)
H (-2.819, -0.437, 1.256)
H (-1.082, 2.879, -0.461)
H (-3.002, 4.373, 0.113)


These records have strongest force on any atom values of 4.10; 3.84 eV/Å, in the order they appear.
These records have total energy values of -75534.56260; -50821.49442 eV, in the order they appear.